*1*
10
Properties=species:S:1:pos:R:3 method="wB97M-V/def2-TZVPD" e_lumo_ev=0.739 total_charge=0 orbital_gap_ev=10.57 smiles="CC=O.S" homo_ev=-9.832
C -1.68062 0.05319 2.59810
C -0.22983 0.34447 2.27179
O 0.70255 -0.08461 2.89109
H -2.09002 -0.40470 1.69915
H -1.63095 -0.51416 3.52457
H -2.27131 0.95294 2.78409
H -0.07249 0.59513 1.18820
S 2.12806 -0.00335 -5.62456
H 2.28353 -0.84176 -4.58925
H 2.86108 -0.09713 -6.74318

*2*
10
Properties=species:S:1:pos:R:3 method="wB97M-V/def2-TZVPD" e_lumo_ev=0.622 total_charge=0 orbital_gap_ev=9.08 homo_ev=-8.462
C -1.04692 0.71242 0.11472
C 0.19312 -0.20180 -0.04025
O 0.25896 -1.49463 0.32218
S 1.63087 0.65642 0.52864
H -1.99255 0.44917 -0.36204
H -0.68722 1.58667 -0.47752
H -1.13333 0.90369 1.16353
H 0.36537 -0.25873 -1.77259
H -0.20979 -2.16276 -0.14770
H 2.62151 -0.19045 0.67101

Which structure wins on stability? *1* wins.

*1*
11
Properties=species:S:1:pos:R:3 method="wB97M-V/def2-TZVPD" e_lumo_ev=0.683 total_charge=0 orbital_gap_ev=11.11 smiles="NC(=O)C(O)O" homo_ev=-10.431
N 1.37581 0.99216 -0.06235
C 0.74191 -0.19171 0.02515
O 1.26750 -1.23147 -0.28139
C -0.74130 -0.23070 0.37332
O -1.37575 0.91594 -0.46280
O -1.22222 -1.54718 0.04382
H 0.97413 1.81174 0.47280
H 2.47050 0.96884 0.01692
H -0.99470 -0.10791 1.32818
H -2.03392 0.59650 -1.05222
H -0.46196 -1.97621 -0.40143

*2*
11
Properties=species:S:1:pos:R:3 method="wB97M-V/def2-TZVPD" e_lumo_ev=0.439 total_charge=0 orbital_gap_ev=9.76 smiles=CC#[N+][O-].OO homo_ev=-9.322
C -0.63742 1.62864 -0.16064
C 0.55957 0.84831 -0.02952
N 1.46505 0.21880 0.26503
O 2.37188 -0.48511 0.49995
H -1.49829 0.83961 -0.21330
H -0.73225 2.24906 0.67749
H -0.66864 2.26754 -1.02208
O 0.27215 -2.41898 0.05694
O -0.71777 -1.33975 -0.02267
H 1.17819 -2.25770 0.35977
H -1.59248 -1.55040 -0.41097

Which structure wins on stability? *1* wins.

*1*
11
Properties=species:S:1:pos:R:3 method="wB97M-V/def2-TZVPD" e_lumo_ev=0.669 total_charge=0 orbital_gap_ev=8.98 smiles="NO/C(O)=C/O" homo_ev=-8.310
N -0.95844 0.96775 1.55828
O -1.08176 0.85606 0.10781
C 0.11561 0.38075 -0.40151
O 1.18155 1.24409 -0.48743
C 0.21203 -0.90070 -0.77530
O 1.35298 -1.47746 -1.25792
H -0.30643 0.21495 1.80071
H -1.86838 0.59211 1.83391
H 0.84541 2.07120 -0.09761
H -0.62052 -1.58555 -0.69084
H 1.12794 -2.36320 -1.59011

*2*
11
Properties=species:S:1:pos:R:3 method="wB97M-V/def2-TZVPD" e_lumo_ev=0.316 total_charge=0 orbital_gap_ev=10.79 smiles="O=CNC=O.O" homo_ev=-10.473
O -2.37951 -0.22778 0.96576
C -1.44575 -0.69580 1.54470
N -0.45664 -1.51784 0.95939
C 0.25860 -1.57121 -0.26898
O -0.21195 -1.42176 -1.35022
H -1.16975 -0.33558 2.57126
H 0.23620 -1.90512 1.70496
H 1.31431 -1.46665 0.03741
O 1.29871 2.80133 -2.36250
H 1.53814 2.61817 -1.44759
H 1.01765 3.72225 -2.35418

Which structure wins on stability? *2* wins.

*1*
11
Properties=species:S:1:pos:R:3 method="wB97M-V/def2-TZVPD" e_lumo_ev=0.342 total_charge=0 orbital_gap_ev=11.23 smiles="NC=O.O=CO" homo_ev=-10.883
N 0.45022 0.54594 -1.63109
C 0.79779 1.91838 -1.36940
O 1.96489 2.29627 -1.20524
H 1.06900 0.12820 -2.41089
H -0.50953 0.18497 -1.63145
H -0.17631 2.55128 -1.22706
O -1.09387 -1.99526 2.54250
C -1.32648 -1.34190 1.58094
O -0.60063 -1.42580 0.40246
H -2.15795 -0.55208 1.55874
H -0.36773 -0.59455 -0.05866

*2*
11
Properties=species:S:1:pos:R:3 method="wB97M-V/def2-TZVPD" e_lumo_ev=0.196 total_charge=0 orbital_gap_ev=9.29 smiles="COC(=O)NO" homo_ev=-9.096
C -1.55866 0.14912 -0.72932
O -0.39116 -0.37083 -0.08408
C 0.68165 0.58815 0.10579
O 0.55065 1.79078 0.09693
N 1.40654 -0.16844 0.94889
O 2.23722 -1.23203 0.58371
H -2.34187 0.15690 0.03431
H -1.44652 1.15415 -1.14335
H -1.83548 -0.50393 -1.55975
H 0.92883 0.07989 1.91437
H 1.76880 -1.64376 -0.16750

Which structure wins on stability? *1* wins.